Computed, not measured: C51H29IN3O8PPb as an isolated structure at a distorted geometry, with ωB97M-V/def2-TZVPD.

## Properties
- net charge = -2
- total energy (Eh) = -3558.84213
- HOMO-LUMO gap (eV) = 2.7
- maximum force (eV Å⁻¹) = 4.624
- relative energy (zero: lowest compared OMol25 entry of this formula, charge and spin) (kJ/mol) = 223.9
- 2S+1 = 1

Last column: Mulliken charge in e.
Cartesian coordinates (Å):
Pb (-0.67532, 0.60750, -0.99944)  2.05
O (5.69220, -3.15231, -0.05145)  -0.66
C (5.61917, -2.95112, -1.25685)  0.09
O (6.38216, -2.99427, -2.21353)  -0.72
C (4.18036, -2.48951, -1.50315)  0.72
C (3.03923, -3.30203, -1.53264)  -1.21
C (1.77630, -2.70660, -1.49121)  -0.42
N (1.55113, -1.41329, -1.38848)  0.40
C (2.62924, -0.63567, -1.41424)  0.17
C (3.91693, -1.13173, -1.61925)  -0.36
C (2.56223, 0.92687, -1.12198)  0.05
O (3.58264, 1.54636, -1.46509)  -0.78
O (1.51867, 1.37385, -0.60581)  -0.61
H (3.09467, -4.37347, -1.48073)  0.43
H (0.87997, -3.31989, -1.45033)  0.54
H (4.73279, -0.38039, -1.73634)  0.48
O (-0.87592, -4.73452, 0.61271)  -0.56
C (-0.62354, -4.14307, 1.63474)  0.61
O (-0.21771, -2.77483, 1.53063)  0.50
C (-0.50808, -4.56451, 3.02312)  -0.04
C (-0.59903, -5.90424, 3.44676)  -0.90
C (-0.27325, -6.15286, 4.76541)  -0.47
C (0.11785, -5.17740, 5.65047)  -0.61
C (0.19800, -3.85252, 5.25456)  -0.46
C (-0.10505, -3.57851, 3.92653)  0.10
P (0.08037, -2.07110, 3.01187)  1.05
C (-1.09600, -0.81820, 3.43280)  0.81
C (-2.36397, -0.86713, 2.78967)  -0.57
C (-3.35092, 0.04176, 3.19037)  -0.56
C (-3.15939, 0.87754, 4.29091)  -0.47
C (-1.90525, 0.92567, 4.92967)  -0.73
C (-0.87777, 0.04453, 4.53226)  -0.28
C (1.74063, -1.42486, 3.11008)  0.37
C (2.03605, -0.04374, 2.87937)  -0.17
C (3.36243, 0.41058, 2.98538)  -0.51
C (4.38721, -0.45676, 3.40806)  -0.66
C (4.11656, -1.80210, 3.49249)  -0.57
C (2.82573, -2.31637, 3.32461)  -0.47
H (-0.89875, -6.60994, 2.70409)  0.58
H (-0.32783, -7.16669, 5.07848)  0.43
H (0.37814, -5.40782, 6.68264)  0.40
H (0.50710, -3.05625, 5.91826)  0.48
H (-2.56708, -1.57949, 2.00800)  0.11
H (-4.30148, 0.06445, 2.68817)  0.44
H (-3.99574, 1.49020, 4.65623)  0.41
H (-1.70072, 1.62470, 5.73510)  0.40
H (0.10735, 0.03265, 4.98901)  0.43
H (1.22539, 0.64167, 2.57333)  0.25
H (3.58615, 1.44864, 2.71278)  0.41
H (5.38676, -0.08211, 3.67456)  0.37
H (4.89586, -2.49852, 3.69306)  0.42
H (2.62346, -3.41207, 3.34836)  0.33
I (0.67438, -2.91829, -7.10326)  0.04
C (-0.73196, -2.62835, -5.63029)  -0.08
C (-0.43030, -3.03442, -4.32420)  -0.29
C (-1.23604, -2.62132, -3.29578)  0.00
C (-2.30629, -1.74956, -3.52100)  0.23
C (-2.65671, -1.42240, -4.84067)  -0.52
C (-1.92456, -1.94298, -5.89197)  -0.44
C (-3.02492, -1.15511, -2.35957)  0.07
O (-4.17809, -0.70009, -2.53214)  -0.80
O (-2.38962, -1.09922, -1.21538)  -0.29
H (0.45563, -3.59053, -4.15246)  0.45
H (-1.10380, -2.93804, -2.28502)  0.30
H (-3.48040, -0.68398, -5.02588)  0.31
H (-2.31053, -1.87121, -6.92549)  0.34
N (2.24979, 6.28534, -8.49223)  -0.59
C (1.90601, 5.54335, -7.67490)  0.13
C (1.43985, 4.61948, -6.69967)  0.63
C (1.75923, 3.21808, -6.86262)  -0.62
C (1.21149, 2.33502, -5.93902)  -0.60
C (0.37310, 2.82260, -4.91260)  0.39
C (0.16452, 4.23097, -4.69223)  -0.45
C (0.63455, 5.11909, -5.62544)  -0.63
C (-0.24527, 1.92246, -3.97507)  0.12
C (-0.73443, 1.31271, -3.05147)  -1.06
H (2.42446, 2.90876, -7.67048)  0.40
H (1.39643, 1.25180, -5.94388)  0.49
H (-0.40202, 4.53361, -3.79664)  0.44
H (0.36112, 6.17078, -5.59138)  0.38
N (-4.94163, 8.42603, 3.78646)  -0.57
C (-4.40586, 7.51620, 3.30627)  0.04
C (-3.82519, 6.37464, 2.68839)  0.66
C (-4.00252, 6.15157, 1.29797)  -0.56
C (-3.53621, 4.98885, 0.73341)  -0.68
C (-2.78910, 4.06070, 1.54218)  0.58
C (-2.58506, 4.35972, 2.93833)  -0.45
C (-3.12377, 5.46447, 3.50575)  -0.66
C (-2.14783, 2.94371, 0.96141)  0.41
C (-1.60145, 1.99575, 0.39250)  -2.01
H (-4.50652, 6.92694, 0.70091)  0.40
H (-3.69340, 4.82809, -0.29724)  0.57
H (-2.02986, 3.63328, 3.52785)  0.54
H (-3.01710, 5.70043, 4.59253)  0.33